Below is a 6-piece molecular cluster, C43H42F8IO16P2 overall, with properties calculated with ωB97M-V/def2-TZVPD.

Positions of all 112 atoms, in Å:
C -2.171 -2.995 -5.329
C -1.110 -3.197 -4.213
C -0.411 -1.862 -3.996
O 0.582 -1.883 -3.002
C 0.040 -1.881 -1.656
P 0.630 -0.470 -0.502
C 1.077 0.648 1.009
C 1.291 2.136 0.734
O 0.125 2.905 1.096
C 0.236 3.583 2.302
C -0.576 4.865 2.181
F -1.038 5.188 3.398
F -1.666 4.634 1.442
C 0.190 6.060 1.593
F 1.423 5.758 1.210
F 0.290 7.020 2.515
C -0.532 6.685 0.383
F 0.153 7.792 0.065
F -1.760 7.073 0.690
C -0.482 5.742 -0.854
F -1.575 5.902 -1.591
F 0.599 6.028 -1.578
O -0.154 0.817 -1.402
C 0.541 1.238 -2.503
O -0.073 1.157 -3.760
C 1.999 0.721 -2.422
P 3.408 1.904 -2.608
O 2.985 3.335 -1.914
I 3.253 2.404 -5.039
O 2.104 -0.185 -1.373
H -3.140 -2.887 -4.856
H -2.151 -3.804 -6.047
H -1.984 -2.046 -5.819
H -1.637 -3.456 -3.302
H -0.384 -3.943 -4.513
H 0.043 -1.515 -4.922
H -1.153 -1.106 -3.735
H -1.049 -1.889 -1.698
H 0.314 -2.839 -1.212
H -0.661 -0.666 0.148
H 1.326 -1.512 0.244
H 0.285 0.578 1.746
H 1.968 0.224 1.469
H 1.497 2.357 -0.304
H 2.172 2.463 1.287
H 1.261 3.847 2.567
H -0.167 2.994 3.128
H -0.410 4.698 -0.554
H 0.628 2.343 -2.319
H -0.617 1.947 -3.830
H 2.131 0.070 -3.302
H 2.053 3.566 -2.063
C -3.978 12.629 1.113
C -2.718 12.811 1.499
C -1.801 11.662 1.704
O -0.654 11.831 2.057
C -2.344 10.303 1.460
C -3.604 10.121 1.075
C -4.521 11.268 0.870
O -5.670 11.105 0.517
H -4.663 13.453 0.959
H -2.305 13.795 1.680
H -1.662 9.477 1.613
H -4.017 9.136 0.893
C 2.538 -6.760 -0.251
C 1.750 -5.734 0.065
C 0.289 -5.784 -0.188
O -0.427 -4.853 0.099
C -0.260 -7.018 -0.806
C 0.530 -8.041 -1.120
C 1.989 -7.989 -0.865
O 2.709 -8.930 -1.149
H 3.604 -6.745 -0.074
H 2.131 -4.826 0.514
H -1.328 -7.034 -0.983
H 0.152 -8.950 -1.571
C 6.392 -12.857 -3.222
C 6.403 -11.743 -3.949
C 5.428 -10.651 -3.697
O 5.439 -9.638 -4.364
C 4.443 -10.847 -2.604
C 4.436 -11.963 -1.879
C 5.408 -13.054 -2.128
O 5.404 -14.072 -1.467
H 7.093 -13.665 -3.389
H 7.113 -11.580 -4.750
H 3.736 -10.041 -2.426
H 3.727 -12.126 -1.078
C 2.894 -5.337 4.803
C 2.064 -5.406 5.840
C 0.859 -6.271 5.806
O 0.102 -6.334 6.750
C 0.616 -7.057 4.570
C 1.446 -6.988 3.533
C 2.652 -6.124 3.569
O 3.409 -6.063 2.624
H 3.778 -4.711 4.807
H 2.224 -4.841 6.749
H -0.268 -7.681 4.565
H 1.285 -7.553 2.624
C -7.080 7.524 3.181
C -7.331 6.444 2.445
C -6.231 5.595 1.922
O -6.461 4.614 1.249
C -4.841 5.997 2.254
C -4.592 7.077 2.991
C -5.690 7.925 3.513
O -5.464 8.909 4.185
H -7.868 8.156 3.570
H -8.337 6.136 2.193
H -4.049 5.369 1.865
H -3.584 7.386 3.242

Results
HOMO: -4.55 eV
molecular weight: 1155.629 u
DFT total energy: -4646.7448 Eh
LUMO level: -0.275 eV
net charge: -1
spin multiplicity: 1

Löwdin atomic charge list, values in e, 99 entries: C -0.10; C -0.22; C -0.29; O -0.19; C -0.27; P 0.56; C -0.24; C -0.22; O -0.12; C -0.12; C -0.43; F 0.13; F 0.13; C -0.40; F 0.18; F 0.16; C -0.40; F 0.15; F 0.15; C -0.32; F 0.13; F 0.12; O -0.21; C -0.51; O -0.01; C -0.60; P 0.58; O -0.43; I 0.31; O -0.30; H 0.06; H 0.06; H 0.06; H 0.09; H 0.10; H 0.12; H 0.11; H 0.07; H 0.05; H 0.02; H 0.00; H 0.07; H 0.06; H 0.07; H 0.11; H 0.14; H 0.14; H 0.16; H 0.11; H 0.10; H 0.09; H 0.02; C 0.02; C 0.02; C -0.38; O 0.11; C 0.03; C 0.02; C -0.38; O 0.10; H 0.12; H 0.12; H 0.11; H 0.11; C 0.01; C 0.02; C -0.38; O 0.12; C 0.03; C 0.02; C -0.36; O 0.07; H 0.12; H 0.13; H 0.12; H 0.12; C 0.01; C 0.02; C -0.38; O 0.11; C 0.03; C 0.02; C -0.39; O 0.09; H 0.12; H 0.12; H 0.08; H 0.12; C 0.03; C 0.02; C -0.39; O 0.10; C 0.02; C 0.03; C -0.37; O 0.10; H 0.12; H 0.12; H 0.12